ORCA calculation (ωB97M-V/def2-TZVPD) on a cluster of 2 separate species, C32H52N2P in total.

Each line ends with the Löwdin charge.
Atoms and positions in Å:
C -1.5680 -3.4766 7.2072  -0.05
C -0.7038 -4.2403 8.1611  -0.26
C -0.1281 -3.5999 9.2619  0.00
C 0.5012 -4.3424 10.2680  -0.21
C 0.8774 -3.6722 11.5543  -0.05
C 0.8596 -5.6751 10.0127  -0.15
C 1.8514 -6.3734 10.9178  -0.29
C 1.1593 -7.0226 12.1292  -0.03
C 3.0638 -5.4938 11.3696  -0.14
C 3.5564 -4.5539 10.3394  0.14
C 4.9342 -4.4199 10.0532  -0.10
C 5.3880 -4.5249 8.6971  -0.16
C 4.4286 -4.7859 7.5719  -0.02
C 6.7471 -4.4665 8.4203  0.02
C 7.7020 -4.3028 9.4264  -0.21
C 9.1673 -4.2699 9.0948  -0.02
C 7.2681 -4.1808 10.7492  0.02
C 5.9241 -4.2895 11.0946  -0.16
C 5.5416 -4.2668 12.5428  -0.03
C 0.2907 -6.3415 8.9142  -0.21
C 0.5068 -7.8193 8.7056  -0.04
C -0.4759 -5.6110 8.0017  0.00
H -1.9308 -4.1287 6.4103  0.08
H -2.4416 -3.0569 7.7170  0.09
H -1.0368 -2.6384 6.7439  0.08
H -0.1901 -2.5141 9.3764  0.09
H 0.8749 -4.3545 12.4138  0.08
H 1.8545 -3.1783 11.4734  0.06
H 0.1515 -2.8971 11.7724  0.03
H 2.3014 -7.1978 10.3472  0.13
H 0.3245 -7.6532 11.7866  0.09
H 1.8788 -7.6398 12.6842  0.09
H 0.7482 -6.2622 12.8095  0.08
H 2.8207 -4.9480 12.3013  0.13
H 3.8639 -6.2112 11.6252  0.14
H 2.8374 -4.1837 9.6135  0.12
H 4.9744 -4.7258 6.6216  0.09
H 3.9823 -5.7886 7.6197  0.10
H 3.6023 -4.0594 7.5418  0.10
H 7.0716 -4.5578 7.3808  0.13
H 9.7487 -4.0069 9.9834  0.09
H 9.5519 -5.2268 8.7122  0.10
H 9.3559 -3.5152 8.3240  0.10
H 8.0110 -4.0208 11.5367  0.13
H 6.4077 -4.0023 13.1661  0.10
H 4.7377 -3.5445 12.7321  0.10
H 5.1993 -5.2499 12.8958  0.09
H -0.1419 -8.1748 7.8980  0.08
H 1.5420 -8.0488 8.4133  0.08
H 0.2770 -8.4105 9.6051  0.08
H -0.8986 -6.1408 7.1412  0.12
C 2.4768 2.8759 7.6819  -0.05
C 2.5510 1.9771 8.9076  -0.65
C 3.6707 0.9427 8.7769  -0.07
C 2.7828 2.8636 10.1426  -0.06
N 1.3051 1.2041 9.0451  -0.29
C 0.0675 1.7256 8.4786  -0.19
C -1.0834 1.2471 9.3272  -0.20
N -0.5809 0.2805 10.3085  -0.27
C -1.2861 0.2945 11.6113  -0.66
C -2.7732 0.4995 11.3647  -0.05
C -0.7501 1.4193 12.5159  -0.06
C -1.0588 -1.0446 12.2829  -0.08
P 1.1052 0.1898 10.3461  0.94
H 1.7932 -1.2515 10.1766  -0.05
H 1.7388 3.6794 7.7873  0.08
H 3.4518 3.3634 7.5516  0.09
H 2.2628 2.3123 6.7680  0.09
H 3.7435 0.3116 9.6707  0.05
H 3.4694 0.2943 7.9147  0.09
H 4.6329 1.4444 8.6179  0.09
H 2.9614 2.2627 11.0446  0.06
H 3.6616 3.4988 9.9742  0.09
H 1.9202 3.5193 10.3198  0.09
H 0.0621 2.8232 8.4339  0.11
H -0.0437 1.3677 7.4442  0.12
H -1.5545 2.1102 9.8210  0.11
H -1.8582 0.7764 8.7078  0.12
H -3.1612 -0.1913 10.6087  0.09
H -3.3068 0.2941 12.3013  0.09
H -3.0275 1.5250 11.0756  0.08
H 0.3094 1.2619 12.7646  0.05
H -0.8554 2.4025 12.0412  0.08
H -1.3184 1.4238 13.4551  0.09
H -0.0171 -1.1502 12.6051  0.07
H -1.6893 -1.1333 13.1755  0.10
H -1.3486 -1.8573 11.6047  0.08

Max |F| in eV/A: 2.932
HOMO energy in Ha: -0.330
Net charge: +1
E_tot in hartree: -1701.08857
Molecular weight in g/mol: 495.76
2S+1: 1
Energy above the lowest of the compared OMol25 structures with the same formula, charge and spin in kJ/mol: 80.80